[1]
{
  "formula": "C24H14BCl72O8PS",
  "method": "ωB97M-V/def2-TZVPD",
  "total_charge": 0,
  "total_energy_ev": -963909.82719,
  "lumo_ha": -0.010,
  "homo_lumo_gap_ev": 10.37,
  "species": ["O", "P", "O", "O", "C", "C", "C", "S", "O", "O", "O", "C", "C", "C", "B", "O", "O", "H", "H", "H", "H", "H", "H", "H", "H", "H", "H", "H", "H", "H", "H", "C", "Cl", "Cl", "Cl", "Cl", "C", "Cl", "Cl", "Cl", "Cl", "C", "Cl", "Cl", "Cl", "Cl", "C", "Cl", "Cl", "Cl", "Cl", "C", "Cl", "Cl", "Cl", "Cl", "C", "Cl", "Cl", "Cl", "Cl", "C", "Cl", "Cl", "Cl", "Cl", "C", "Cl", "Cl", "Cl", "Cl", "C", "Cl", "Cl", "Cl", "Cl", "C", "Cl", "Cl", "Cl", "Cl", "C", "Cl", "Cl", "Cl", "Cl", "C", "Cl", "Cl", "Cl", "Cl", "C", "Cl", "Cl", "Cl", "Cl", "C", "Cl", "Cl", "Cl", "Cl", "C", "Cl", "Cl", "Cl", "Cl", "C", "Cl", "Cl", "Cl", "Cl", "C", "Cl", "Cl", "Cl", "Cl", "C", "Cl", "Cl", "Cl", "Cl"],
  "positions_angstrom": [[2.28, 2.94, -0.44], [1.74, 2.14, -1.55], [0.62, 1.08, -1.12], [2.93, 1.28, -2.20], [1.07, 3.09, -2.92], [-0.24, 3.87, -2.70], [-0.01, 5.22, -1.96], [-0.94, 5.40, -0.43], [-0.36, 4.50, 0.53], [-1.06, 6.77, -0.05], [-2.41, 4.85, -0.75], [-2.52, 4.10, -1.96], [-1.39, 3.08, -2.08], [-1.86, 1.91, -2.97], [-2.47, 0.71, -2.14], [-3.07, 0.82, -0.91], [-2.39, -0.54, -2.69], [0.67, 0.98, -0.15], [2.61, 0.80, -2.98], [0.98, 2.43, -3.79], [1.87, 3.80, -3.18], [-0.59, 4.14, -3.71], [1.04, 5.40, -1.71], [-0.34, 6.05, -2.59], [-2.44, 4.77, -2.82], [-3.52, 3.66, -2.02], [-1.17, 2.75, -1.06], [-1.07, 1.54, -3.61], [-2.64, 2.29, -3.64], [-3.27, 1.73, -0.66], [-2.78, -1.17, -2.08], [-6.23, 3.65, -0.05], [-7.50, 4.02, 1.12], [-6.22, 4.88, -1.32], [-4.66, 3.65, 0.77], [-6.52, 2.07, -0.77], [3.09, -1.09, 2.03], [1.86, -0.79, 3.28], [3.00, 0.15, 0.77], [4.69, -1.04, 2.77], [2.80, -2.68, 1.31], [8.70, -2.78, 2.65], [7.64, -4.16, 2.38], [10.18, -3.32, 3.46], [9.12, -2.05, 1.09], [7.88, -1.59, 3.65], [-2.52, -3.72, -4.34], [-3.08, -3.82, -2.67], [-0.83, -3.22, -4.37], [-2.68, -5.31, -5.10], [-3.49, -2.54, -5.22], [-11.05, 5.64, 2.37], [-12.00, 4.26, 1.85], [-9.68, 5.06, 3.33], [-10.44, 6.51, 0.95], [-12.03, 6.73, 3.35], [2.59, 3.20, 4.17], [3.85, 4.07, 3.31], [3.33, 1.99, 5.24], [1.64, 4.33, 5.15], [1.54, 2.39, 3.02], [4.20, -2.50, 6.81], [4.08, -0.74, 6.59], [5.91, -2.96, 6.88], [3.40, -2.95, 8.31], [3.43, -3.33, 5.47], [1.18, -5.98, -1.53], [-0.12, -6.08, -2.72], [1.82, -7.60, -1.21], [2.47, -4.95, -2.16], [0.55, -5.29, -0.03], [-2.00, 8.98, -2.92], [-3.23, 9.32, -1.71], [-2.10, 10.17, -4.22], [-0.40, 9.03, -2.20], [-2.30, 7.36, -3.61], [-1.92, 8.26, -7.90], [-0.42, 8.73, -7.11], [-1.56, 7.52, -9.47], [-2.79, 7.10, -6.89], [-2.94, 9.69, -8.14], [-11.25, 0.29, 0.80], [-10.45, -1.21, 1.29], [-12.62, 0.60, 1.87], [-10.11, 1.63, 0.91], [-11.82, 0.13, -0.86], [0.25, -2.65, 11.35], [0.14, -0.91, 11.13], [1.94, -3.12, 11.50], [-0.63, -3.13, 12.80], [-0.44, -3.47, 9.94], [-3.45, -9.37, -6.16], [-5.21, -9.47, -6.04], [-2.74, -9.49, -4.55], [-2.85, -10.68, -7.18], [-3.00, -7.81, -6.87], [2.25, -7.59, 11.77], [1.89, -7.84, 13.48], [3.95, -7.12, 11.60], [1.96, -9.08, 10.88], [1.23, -6.30, 11.14], [8.28, -5.30, -2.22], [6.52, -5.37, -2.42], [9.04, -5.05, -3.80], [8.70, -3.98, -1.13], [8.84, -6.83, -1.53], [-2.80, -4.35, 6.93], [-1.85, -5.78, 7.37], [-3.98, -4.03, 8.20], [-1.72, -2.96, 6.77], [-3.63, -4.64, 5.40], [12.67, -7.39, -5.01], [11.50, -7.08, -3.73], [12.43, -6.21, -6.31], [14.31, -7.25, -4.38], [12.42, -9.02, -5.65], [2.15, 4.63, -6.68], [1.37, 5.63, -7.90], [3.82, 4.32, -7.14], [2.13, 5.48, -5.12], [1.28, 3.10, -6.54]],
  "mulliken_charge": [-0.602, 0.470, -0.065, -0.486, -0.989, 0.747, -0.864, 1.281, -0.612, -0.657, -0.181, -0.390, 0.389, -1.732, 0.786, -0.639, -0.108, 0.225, 0.326, 0.328, 0.122, 0.397, 0.603, -0.004, -0.253, 0.522, 0.568, 0.193, 0.460, 0.158, 0.216, 0.180, 0.017, -0.112, -0.030, -0.104, 0.030, -0.072, -0.150, 0.114, -0.025, 0.345, -0.087, -0.094, -0.120, -0.064, 0.191, -0.121, -0.064, 0.016, -0.111, 0.338, -0.051, -0.097, -0.089, -0.102, 0.205, -0.108, -0.054, -0.116, 0.106, 0.168, -0.043, -0.096, 0.023, -0.057, 0.244, 0.012, -0.103, -0.060, -0.081, 0.237, -0.087, -0.087, -0.069, 0.032, 0.283, -0.062, -0.097, -0.056, -0.091, 0.278, -0.103, -0.107, 0.040, -0.098, 0.228, -0.100, -0.056, -0.086, 0.038, 0.371, -0.095, -0.086, -0.096, -0.093, 0.279, -0.103, -0.106, -0.106, 0.035, 0.242, -0.058, -0.088, 0.022, -0.126, 0.327, -0.086, -0.088, -0.067, -0.111, 0.327, -0.011, -0.111, -0.102, -0.101, 0.309, -0.039, -0.093, -0.070, -0.092]
}


[2]
{
  "formula": "C24H14Cl3N3OPd",
  "method": "ωB97M-V/def2-TZVPD",
  "total_charge": 0,
  "total_energy_ev": -72680.71185,
  "lumo_ha": -0.025,
  "homo_lumo_gap_ev": 6.28,
  "species": ["Pd", "C", "C", "N", "C", "C", "C", "C", "C", "C", "C", "N", "C", "C", "C", "C", "C", "C", "C", "C", "N", "C", "H", "H", "H", "H", "H", "H", "H", "H", "H", "H", "H", "H", "Cl", "C", "C", "C", "Cl", "C", "O", "C", "Cl", "C", "H", "H"],
  "positions_angstrom": [[0.04, 0.13, 0.04], [0.67, 0.91, -4.15], [0.03, 0.75, -2.94], [0.71, 0.60, -1.79], [2.06, 0.57, -1.79], [2.79, 0.75, -3.00], [2.06, 0.93, -4.19], [4.19, 0.69, -2.96], [4.84, 0.43, -1.77], [4.14, 0.24, -0.59], [2.73, 0.32, -0.54], [1.90, 0.19, 0.53], [2.12, -0.19, 1.83], [3.35, -0.44, 2.48], [3.39, -0.80, 3.82], [2.24, -0.95, 4.57], [0.98, -0.78, 3.97], [-0.23, -1.01, 4.65], [-1.43, -0.86, 3.97], [-1.41, -0.48, 2.64], [-0.27, -0.23, 1.98], [0.93, -0.39, 2.60], [0.09, 1.02, -5.05], [-1.05, 0.73, -2.89], [2.58, 1.06, -5.12], [4.75, 0.83, -3.87], [5.91, 0.35, -1.76], [4.71, 0.01, 0.29], [4.28, -0.35, 1.96], [4.35, -0.97, 4.28], [2.29, -1.25, 5.60], [-0.21, -1.30, 5.69], [-2.37, -1.06, 4.46], [-2.34, -0.36, 2.09], [-5.71, -3.52, -2.25], [-4.11, -3.13, -1.75], [-3.81, -1.83, -1.39], [-2.52, -1.52, -0.99], [-2.19, 0.13, -0.54], [-1.46, -2.47, -0.92], [-0.28, -2.19, -0.55], [-1.86, -3.78, -1.31], [-0.64, -5.00, -1.26], [-3.13, -4.11, -1.71], [-4.57, -1.06, -1.42], [-3.36, -5.13, -1.99]],
  "mulliken_charge": [0.392, -0.823, -0.240, 0.068, 0.475, 1.176, -0.573, -0.869, -1.312, -0.418, 0.549, -0.550, 0.536, -0.413, -1.312, -0.862, 1.152, -0.575, -0.819, -0.233, 0.065, 0.493, 0.396, 0.450, 0.429, 0.388, 0.386, 0.235, 0.236, 0.386, 0.388, 0.430, 0.391, 0.452, -0.244, 0.381, -0.950, 1.275, -0.240, -0.274, -0.602, 0.298, -0.215, -0.761, 0.423, 0.435]
}


[3]
{
  "formula": "C24H15BCl2F2N4O2STa",
  "method": "ωB97M-V/def2-TZVPD",
  "total_charge": 1,
  "total_energy_ev": -78729.38648,
  "lumo_ha": -0.155,
  "homo_lumo_gap_ev": 6.64,
  "species": ["Ta", "O", "C", "N", "C", "C", "C", "C", "C", "C", "N", "C", "O", "C", "C", "C", "C", "C", "N", "C", "C", "C", "C", "C", "N", "H", "H", "H", "H", "H", "H", "H", "H", "H", "H", "H", "H", "Cl", "C", "C", "C", "C", "C", "Cl", "C", "S", "H", "H", "H", "F", "B", "F"],
  "positions_angstrom": [[-0.32, 0.41, -0.32], [3.37, -0.86, -0.54], [2.35, -0.58, 0.02], [1.71, 0.65, 0.13], [2.50, 1.77, -0.16], [3.90, 1.83, -0.09], [4.54, 2.99, -0.49], [3.79, 4.06, -0.93], [2.41, 4.03, -1.05], [1.74, 2.86, -0.55], [0.33, 2.52, -0.65], [-0.60, 3.52, -0.23], [-0.58, 4.66, -0.57], [-1.61, 2.98, 0.73], [-2.40, 3.87, 1.42], [-3.27, 3.32, 2.41], [-3.39, 1.96, 2.52], [-2.51, 1.15, 1.84], [-1.67, 1.66, 0.94], [1.62, -1.70, 0.65], [2.28, -2.90, 0.87], [1.54, -3.85, 1.53], [0.15, -3.62, 1.80], [-0.43, -2.44, 1.38], [0.32, -1.47, 0.82], [4.44, 1.03, 0.36], [5.60, 3.13, -0.43], [4.31, 5.00, -1.18], [1.89, 4.89, -1.49], [-2.32, 4.91, 1.18], [-3.96, 3.95, 2.98], [-4.12, 1.54, 3.18], [-2.61, 0.09, 1.82], [3.34, -2.95, 0.67], [1.99, -4.73, 1.96], [-0.45, -4.31, 2.38], [-1.46, -2.14, 1.60], [-2.81, -0.80, -0.76], [-2.28, -2.42, -1.23], [-3.19, -3.43, -1.06], [-2.74, -4.75, -1.33], [-1.41, -4.96, -1.67], [-0.56, -3.89, -1.92], [1.09, -4.16, -2.43], [-0.97, -2.55, -1.74], [0.04, -1.14, -2.17], [-4.16, -3.11, -0.70], [-3.37, -5.60, -1.14], [-0.99, -5.96, -1.68], [-1.46, 1.65, -1.66], [0.03, 1.76, -1.90], [0.38, 2.12, -3.14]],
  "mulliken_charge": [0.042, -0.594, -0.153, -0.016, 0.844, -0.729, -0.786, -0.417, -0.971, 0.237, 0.321, 0.237, -0.515, 0.701, -0.573, -0.395, -0.919, 0.142, -0.038, 0.975, -1.029, -0.419, -0.960, 0.179, -0.069, 0.505, 0.423, 0.374, 0.440, 0.548, 0.409, 0.443, 0.346, 0.551, 0.518, 0.477, 0.300, -0.160, 0.976, -0.713, -0.480, -0.711, 0.460, -0.142, -0.277, -0.252, 0.460, 0.386, 0.446, -0.365, 1.174, -0.234]
}